[1]
C24H26BrN6ORhS | ωB97M-V with the def2-TZVPD basis set

XYZ file:
```
60
Properties=species:S:1:pos:R:3:forces:R:3
Rh -0.6078 -0.6432 -0.7559 0.091 -0.166 -0.932
Br -4.8422 3.3677 3.9447 0.457 -0.285 -0.537
C -3.6616 2.6908 2.6325 -0.403 0.126 0.626
C -3.3720 3.4722 1.4942 0.246 0.016 -0.327
C -2.5084 3.0019 0.5516 -0.176 0.482 0.221
C -1.8339 1.7474 0.6987 0.293 0.012 -0.069
O -0.9959 1.3924 -0.1734 -0.545 0.713 0.314
C -2.1572 0.9493 1.8759 -0.538 0.283 -0.343
C -1.5079 -0.2871 2.1347 0.943 -1.017 0.022
N -0.5319 -0.7699 1.4078 -1.199 0.881 0.555
C 0.3966 -1.6810 1.8552 0.658 -0.904 0.929
C 0.4401 -2.2167 3.1381 -0.218 0.271 -0.677
C 1.4747 -3.0620 3.5377 0.331 -0.243 -0.026
C 2.5126 -3.3605 2.6912 -0.214 0.041 0.088
C 2.5620 -2.7886 1.4020 -0.465 0.269 -0.158
C 3.6527 -2.9511 0.5213 -0.048 0.205 -0.309
C 3.6523 -2.2988 -0.6866 0.094 -0.241 0.187
C 2.5347 -1.5330 -1.0435 -0.103 0.018 0.278
N 1.4914 -1.3914 -0.2547 -0.031 0.435 -0.227
C 1.4861 -1.9644 0.9698 0.297 -0.286 0.298
C -3.0754 1.4491 2.8056 0.310 -0.310 -0.164
H -3.8137 4.4510 1.3934 -0.126 0.048 -0.050
H -2.2692 3.5909 -0.3192 0.061 0.075 -0.109
H -1.8296 -0.8090 3.0343 0.180 0.097 0.201
H -0.3331 -1.9842 3.8503 -0.106 0.063 0.121
H 1.4656 -3.4597 4.5419 0.000 -0.057 0.037
H 3.3069 -4.0177 3.0066 0.166 -0.029 0.082
H 4.4944 -3.5605 0.8172 0.063 -0.045 0.053
H 4.4908 -2.3615 -1.3636 0.041 -0.035 -0.013
H 2.5105 -1.0035 -1.9880 -0.049 -0.060 -0.051
H -3.3010 0.8690 3.6889 -0.041 -0.036 0.052
N -0.4958 0.2589 -2.9140 0.397 -0.131 0.098
C -1.8071 0.6683 -3.4378 -0.478 -0.233 -0.088
C -2.8852 -0.3208 -2.9961 0.087 0.285 -0.261
N -2.9269 -0.3402 -1.5312 0.053 -0.043 0.383
H 0.1244 1.0650 -2.8767 0.011 -0.172 -0.109
H -0.0737 -0.4367 -3.5266 -0.014 0.204 0.038
H -1.7977 0.7422 -4.5302 -0.015 0.074 0.147
H -2.0475 1.6504 -3.0280 0.072 0.037 -0.050
H -2.6361 -1.3266 -3.3454 -0.065 0.061 0.013
H -3.8513 -0.0308 -3.4312 0.215 -0.108 0.007
H -3.4941 -1.1140 -1.1961 0.004 0.101 -0.018
H -3.3377 0.5254 -1.1819 0.004 -0.221 -0.070
C 1.3098 -7.2926 -2.0879 0.184 -0.100 -0.157
C 0.5805 -6.4389 -1.1223 -0.160 0.026 0.328
C 0.2466 -6.8069 0.1585 -0.132 0.292 -0.038
C -0.4920 -5.9101 0.9592 0.464 -0.340 -0.606
N -0.8167 -4.7079 0.5082 -0.192 0.248 0.376
C -0.5069 -4.3575 -0.7218 0.218 0.003 -0.362
S -1.1038 -2.9138 -1.3999 -0.411 0.036 -0.662
N 0.1980 -5.2057 -1.5383 -0.178 -0.054 0.460
C -0.9561 -6.2828 2.3116 -0.078 -0.110 0.224
H 1.3457 -8.3227 -1.7486 -0.025 -0.032 0.021
H 2.3353 -6.9400 -2.2031 0.060 0.035 0.005
H 0.8389 -7.2597 -3.0694 -0.046 -0.033 -0.042
H 0.5140 -7.7781 0.5330 0.048 -0.197 -0.007
H 0.3702 -4.9246 -2.4986 -0.051 0.067 0.165
H -1.0525 -7.3596 2.4049 -0.011 -0.095 0.072
H -1.9062 -5.8025 2.5263 -0.046 0.031 -0.009
H -0.2381 -5.9424 3.0565 0.118 0.048 0.068
```
Positions in Å, forces in eV/Å.

## Properties
LUMO level (spin up / spin down)	-0.2280 / -0.2999	Eh
E_HOMO (spin up / spin down)	-13.039 / -13.558	eV
largest force on an atom	1.588	eV/A
spin multiplicity	5
E	-4416.1840	hartree
total charge	+2
<S²>	6.09

The molecule's natural (NBO) atomic charges, reported in e, are given here: Rh 1.13; Br 0.20; C -0.03; C -0.21; C -0.18; C 0.42; O -0.58; C -0.12; C 0.14; N -0.44; C 0.08; C -0.16; C -0.20; C -0.13; C -0.11; C -0.10; C -0.25; C 0.09; N -0.50; C 0.24; C -0.20; H 0.26; H 0.24; H 0.19; H 0.22; H 0.24; H 0.23; H 0.24; H 0.25; H 0.21; H 0.25; N -0.85; C -0.23; C -0.24; N -0.84; H 0.40; H 0.39; H 0.22; H 0.20; H 0.21; H 0.21; H 0.40; H 0.38; C -0.67; C 0.32; C -0.32; C 0.36; N -0.49; C 0.31; S -0.25; N -0.51; C -0.67; H 0.26; H 0.26; H 0.25; H 0.25; H 0.44; H 0.24; H 0.26; H 0.25

[2]
C24H26CaN5O2S2 | ωB97M-V with the def2-TZVPD basis set

XYZ file:
```
60
Properties=species:S:1:pos:R:3:forces:R:3
Ca 0.2046 -1.5593 -0.3832 0.817 -1.256 0.747
C 2.1936 -4.0417 -0.8745 0.011 0.337 -0.004
C 2.9887 -2.8681 -0.3167 0.101 -0.379 0.056
O 2.3516 -1.6037 -0.5720 1.349 -0.132 -0.254
C 2.8923 -0.7943 -1.6342 0.118 0.270 -0.375
C 2.2450 -1.0658 -2.9856 0.045 -0.109 0.330
H 2.7080 -4.9739 -0.6475 -0.032 -0.032 0.036
H 2.0769 -3.9666 -1.9545 -0.013 -0.045 -0.004
H 1.1947 -4.0936 -0.4295 -0.008 -0.135 -0.015
H 3.9992 -2.8641 -0.7263 -0.008 0.125 -0.016
H 3.0680 -2.9492 0.7690 0.071 0.029 -0.015
H 3.9704 -0.9478 -1.6919 0.005 -0.002 0.134
H 2.7066 0.2394 -1.3346 0.093 -0.015 0.041
H 2.3827 -2.1026 -3.2897 -0.031 0.006 -0.056
H 2.7045 -0.4276 -3.7391 -0.026 0.050 -0.004
H 1.1732 -0.8486 -2.9633 -0.021 -0.043 -0.118
N -1.1028 -2.3051 -1.8106 -1.590 -0.613 -1.341
C -2.2336 -1.9429 -1.8182 0.184 -0.086 -0.242
N -3.4504 -1.6773 -1.8842 -0.377 -0.472 -0.248
C -4.1456 -0.6044 -1.6006 0.196 0.390 0.248
N -4.7808 0.3278 -1.3411 -0.005 -0.126 -0.094
N 0.1771 -2.7656 6.7483 0.184 -0.086 -0.158
C -0.6774 -2.0357 6.0172 -0.460 0.257 0.517
S -1.8881 -1.1641 6.7129 0.152 -0.101 -0.178
C -0.5215 -2.0919 4.5382 0.147 -0.057 -0.459
C -1.0319 -1.0754 3.7321 0.023 -0.113 0.172
C -0.8897 -1.1604 2.3640 -0.028 0.012 0.213
N -0.2631 -2.1739 1.7477 -0.233 -0.327 1.175
C 0.2040 -3.1603 2.5170 0.050 -0.078 0.047
C 0.1035 -3.1609 3.8953 -0.077 0.061 0.132
H 0.0805 -2.7372 7.7499 -0.003 -0.004 0.013
H 0.9963 -3.2038 6.3634 -0.012 0.036 -0.016
H -1.5402 -0.2386 4.1866 -0.042 0.020 0.010
H -1.2946 -0.3818 1.7300 0.051 0.032 -0.008
H 0.6736 -3.9947 2.0080 0.016 0.017 0.000
H 0.4851 -4.0059 4.4517 -0.014 -0.032 -0.053
O -0.3168 0.4145 -0.2972 -0.505 1.787 0.198
S -0.7139 1.1196 -1.5875 -0.138 1.403 -0.295
C 0.5846 2.3316 -1.8414 -0.017 -0.244 -0.204
C 1.2385 2.8888 -0.7541 -0.066 -0.011 0.135
C 2.2303 3.8283 -0.9828 -0.008 -0.007 -0.007
C 2.5510 4.1997 -2.2834 0.017 0.015 -0.066
C 1.8922 3.6305 -3.3639 0.033 0.052 0.031
C 0.9065 2.6794 -3.1452 -0.112 -0.172 -0.001
C -2.0245 2.2585 -1.1300 -0.089 -0.153 0.041
C -2.4573 3.1791 -2.0732 0.080 -0.074 -0.117
C -3.5084 4.0200 -1.7548 0.016 -0.022 -0.028
C -4.1227 3.9279 -0.5125 0.015 -0.026 0.041
C -3.6880 2.9935 0.4136 -0.027 0.069 -0.027
C -2.6365 2.1457 0.1036 0.189 -0.105 0.069
H 0.9650 2.5893 0.2501 0.018 0.034 0.003
H 2.7484 4.2825 -0.1490 -0.006 -0.020 0.015
H 3.3229 4.9378 -2.4575 -0.009 0.000 0.017
H 2.1470 3.9254 -4.3727 0.000 -0.023 -0.003
H 0.3922 2.2059 -3.9741 0.030 0.041 -0.024
H -1.9849 3.2389 -3.0464 -0.013 0.030 -0.002
H -3.8516 4.7402 -2.4848 -0.016 0.002 0.018
H -4.9516 4.5800 -0.2736 0.000 -0.008 0.004
H -4.1790 2.9052 1.3727 -0.007 0.005 -0.004
H -2.3039 1.3974 0.8096 -0.019 0.027 -0.003
```
Positions in Å, forces in eV/Å.

## Properties
LUMO level	-0.1275	Eh
E_HOMO	-11.120	eV
largest force on an atom	2.168	eV/A
spin multiplicity	1
E	-2828.2296	hartree
total charge	+1

The molecule's natural (NBO) atomic charges, reported in e, are given here: Ca 1.77; C -0.65; C -0.08; O -0.65; C -0.08; C -0.65; H 0.25; H 0.23; H 0.19; H 0.20; H 0.19; H 0.20; H 0.20; H 0.22; H 0.24; H 0.20; N -0.87; C 0.61; N -0.65; C 0.43; N -0.44; N -0.75; C 0.06; S -0.06; C -0.02; C -0.19; C 0.04; N -0.59; C 0.06; C -0.24; H 0.43; H 0.40; H 0.26; H 0.21; H 0.20; H 0.23; O -1.10; S 1.25; C -0.18; C -0.23; C -0.20; C -0.18; C -0.19; C -0.25; C -0.17; C -0.24; C -0.17; C -0.17; C -0.18; C -0.21; H 0.24; H 0.23; H 0.23; H 0.23; H 0.23; H 0.22; H 0.23; H 0.23; H 0.23; H 0.22

[3]
C24H26ClN3O4S | ωB97M-V with the def2-TZVPD basis set

XYZ file:
```
59
Properties=species:S:1:pos:R:3:forces:R:3
O -2.1615 -3.4538 -0.5029 -0.212 -0.126 0.092
C -1.0632 -2.9299 -0.4377 0.181 -0.020 -0.049
N -0.4731 -2.3233 -1.4832 0.177 0.219 -0.058
C -1.1130 -2.1255 -2.7575 -0.327 0.181 -0.273
C -1.2657 -0.6236 -3.0921 -0.150 -0.152 0.015
C -2.4639 -0.0137 -2.4290 -0.072 -0.708 0.395
C -3.2677 -0.4109 -1.4012 0.401 0.052 -0.500
C -4.2247 0.6198 -1.2262 -0.003 0.518 -0.285
C -3.9312 1.5668 -2.1545 -0.542 -0.083 0.623
O -2.8684 1.1945 -2.8890 0.337 0.095 -0.367
N -0.0020 0.0590 -2.7820 -0.045 0.032 -0.065
C 0.5481 0.8176 -3.8916 0.354 -0.062 -0.189
C 1.9957 1.1984 -3.5916 -0.202 0.246 -0.075
C 2.0684 2.0263 -2.3137 0.119 -0.272 0.030
C 1.4123 1.2450 -1.1816 -0.206 0.247 -0.078
C -0.0150 0.8722 -1.5749 0.277 0.024 0.336
C -0.2810 -2.9333 0.8425 0.035 -0.049 0.377
C -0.6646 -3.8394 1.8301 -0.031 0.081 -0.223
C -0.0253 -3.8742 3.0572 0.130 0.099 0.031
C 0.9996 -2.9804 3.3277 -0.034 -0.103 0.077
C 1.3639 -2.0744 2.3521 0.442 0.427 -0.018
S 2.6555 -0.8870 2.6891 -0.022 0.250 0.359
O 3.7371 -1.5335 3.3657 -0.202 -0.131 0.238
O 2.9198 -0.1369 1.4972 -0.370 -0.095 0.056
N 1.9482 0.0995 3.8600 0.689 -0.727 -0.212
C 1.2067 1.2269 3.5443 -0.495 0.589 -0.293
C 0.3428 1.2280 2.4535 -0.028 0.184 0.093
C -0.4076 2.3481 2.1466 0.026 -0.071 -0.007
C -0.3217 3.4860 2.9303 0.014 0.046 0.047
C 0.5203 3.5006 4.0293 -0.038 -0.045 -0.073
C 1.2779 2.3834 4.3268 -0.018 -0.196 -0.126
Cl 2.3359 2.4103 5.7004 0.097 0.004 0.129
C 0.7529 -2.0439 1.1160 -0.095 -0.110 -0.164
H 0.4254 -1.8767 -1.3936 0.001 -0.065 0.078
H -0.4957 -2.5900 -3.5329 -0.111 0.062 0.023
H -2.0864 -2.6169 -2.7269 0.130 -0.032 -0.058
H -1.4340 -0.5508 -4.1740 0.054 -0.023 0.108
H -3.2100 -1.3240 -0.8465 0.096 -0.304 0.074
H -5.0178 0.6433 -0.5076 -0.198 0.075 0.119
H -4.3819 2.5105 -2.3896 -0.004 0.132 -0.110
H 0.5166 0.1932 -4.7882 -0.061 0.060 0.009
H -0.0398 1.7322 -4.0852 -0.014 -0.048 -0.028
H 2.4046 1.7556 -4.4360 0.042 -0.025 -0.040
H 2.5815 0.2864 -3.4654 0.039 -0.058 -0.053
H 3.1058 2.2515 -2.0640 0.011 0.092 -0.005
H 1.5411 2.9723 -2.4605 0.009 0.076 0.008
H 1.3958 1.8348 -0.2641 0.013 -0.024 0.056
H 1.9983 0.3468 -0.9816 0.008 -0.092 0.060
H -0.4989 0.3080 -0.7736 -0.018 0.079 -0.015
H -0.5891 1.8039 -1.7257 -0.054 -0.092 0.053
H -1.4793 -4.5125 1.6077 -0.061 -0.027 -0.010
H -0.3290 -4.5910 3.8044 -0.012 -0.054 0.064
H 1.5207 -2.9755 4.2713 0.009 -0.064 0.172
H 2.5409 0.2043 4.6733 0.168 -0.193 -0.026
H 0.2701 0.3400 1.8501 -0.100 -0.039 -0.114
H -1.0669 2.3260 1.2924 -0.076 -0.013 -0.102
H -0.9075 4.3599 2.6935 -0.059 0.083 -0.020
H 0.5981 4.3770 4.6534 0.034 0.048 0.074
H 1.1020 -1.3071 0.4092 -0.033 0.104 -0.161
```
Positions in Å, forces in eV/Å.

## Properties
LUMO level	0.0052	Eh
E_HOMO	-8.494	eV
largest force on an atom	1.024	eV/A
SMILES	O=C(NC[C@@H](c1ccco1)N1CCCCC1)c1cccc(S(=O)(=O)Nc2ccccc2Cl)c1
spin multiplicity	1
E	-2253.7684	hartree

The molecule's natural (NBO) atomic charges, reported in e, are given here: O -0.63; C 0.67; N -0.61; C -0.22; C -0.11; C 0.33; C -0.34; C -0.31; C 0.08; O -0.43; N -0.47; C -0.21; C -0.40; C -0.40; C -0.40; C -0.24; C -0.16; C -0.13; C -0.21; C -0.15; C -0.36; S 2.32; O -0.92; O -0.93; N -0.86; C 0.12; C -0.19; C -0.20; C -0.22; C -0.21; C -0.06; Cl 0.00; C -0.13; H 0.41; H 0.20; H 0.24; H 0.22; H 0.25; H 0.23; H 0.20; H 0.20; H 0.17; H 0.21; H 0.20; H 0.21; H 0.19; H 0.22; H 0.20; H 0.21; H 0.17; H 0.24; H 0.23; H 0.24; H 0.43; H 0.21; H 0.22; H 0.22; H 0.23; H 0.23

[4]
C24H26CoN4Si | ωB97M-V with the def2-TZVPD basis set

XYZ file:
```
56
Properties=species:S:1:pos:R:3:forces:R:3
C 1.2752 -0.1324 2.2137 0.392 -0.692 2.156
C 0.2320 -1.0622 1.9185 -0.594 -0.392 1.438
C 0.7762 -2.1437 1.1700 -0.044 -0.563 1.155
H -0.8101 -0.9566 2.2040 0.349 0.052 -0.199
C 2.1821 -1.9426 1.1061 0.773 -1.097 1.061
C 2.4967 -0.7190 1.7651 0.326 -0.823 1.926
H 3.4679 -0.3207 2.0331 -0.055 -0.042 -0.589
H 1.1880 0.8174 2.7391 -0.065 -0.377 -0.129
H 0.2202 -2.9651 0.7442 0.075 -0.024 0.113
H 2.8941 -2.6076 0.6353 -0.329 0.301 0.140
Co 1.1686 -0.4207 0.2761 -0.951 2.203 -4.890
C -0.7072 -0.2823 -1.4880 -0.225 0.438 -0.683
H -0.1991 -1.2446 -1.3308 -0.370 0.041 0.070
H 0.0350 0.4947 -1.6589 -0.225 -0.024 -0.030
H -1.3069 -0.3352 -2.4144 -0.099 -0.142 0.524
Si -2.1018 0.2278 0.0795 -0.284 0.499 -0.492
C -2.8229 1.9801 -0.0460 -1.095 -0.249 -0.877
C -3.5045 2.4395 1.1091 0.697 0.200 0.028
H -3.9076 1.6964 1.8116 0.697 0.483 0.091
C -3.6520 3.8144 1.3442 -0.231 -0.148 -0.458
H -3.9455 4.1698 2.3384 -0.132 -0.143 -0.512
C -3.4336 4.7179 0.2897 0.175 -0.798 -0.087
H -3.5426 5.7910 0.4652 -0.012 -0.384 -0.217
C -3.1196 4.2013 -0.9828 0.123 -0.152 -0.008
H -3.1030 4.8655 -1.8468 0.049 -0.101 0.236
C -2.7886 2.8401 -1.1622 0.074 0.499 0.674
H -2.5317 2.4364 -2.1555 0.090 0.437 0.548
C -3.1769 -1.3138 -0.1861 -0.480 -0.247 -0.668
C -4.5384 -1.1684 0.1640 0.389 -0.459 0.673
H -5.0271 -0.1924 0.0531 0.222 -0.349 0.332
C -5.2124 -2.2462 0.7622 0.118 0.196 -0.417
H -6.2084 -2.0898 1.1788 0.190 -0.100 -0.271
C -4.5940 -3.4983 0.8705 0.256 0.381 -0.090
H -5.1043 -4.3118 1.3957 0.274 0.276 -0.282
C -3.3282 -3.6783 0.2990 -0.193 -0.050 -0.141
H -2.8509 -4.6546 0.3347 -0.162 0.078 -0.104
C -2.6353 -2.6075 -0.2820 -0.315 0.183 0.690
H -1.6591 -2.7824 -0.7476 -0.292 0.092 0.408
H -0.5143 0.5308 0.5075 -1.056 0.328 -0.015
H -2.3711 0.1710 1.5584 0.612 -0.198 0.137
N 6.0407 -0.1952 -0.6931 0.013 0.244 0.035
C 6.8038 -1.1371 -0.0365 -0.750 0.056 -0.015
C 5.9337 -2.1119 0.3898 -0.435 1.036 -0.980
N 4.6641 -1.7887 -0.0444 0.149 1.095 -0.343
C 4.7189 -0.5930 -0.6513 1.084 -1.722 0.581
C 3.6852 0.2660 -1.2566 -1.646 0.803 0.052
N 2.4063 0.5875 -0.8580 2.252 1.060 -1.250
C 2.0319 1.7294 -1.6044 0.881 -1.256 -0.239
C 2.9983 1.9733 -2.5384 -0.118 0.173 0.779
N 4.0275 1.0848 -2.2890 -0.197 -0.266 0.320
H 6.3838 0.6946 -1.0488 -0.041 -0.433 0.319
H 7.8598 -1.0380 0.0877 0.293 0.144 -0.014
H 6.1509 -3.0016 0.9659 -0.136 0.107 -0.221
H 1.1065 2.2714 -1.4152 0.310 -0.317 -0.149
H 3.0387 2.7404 -3.2879 0.179 -0.006 -0.106
H 4.9109 1.0001 -2.7856 -0.511 0.152 -0.011
```
Positions in Å, forces in eV/Å.

## Properties
LUMO level (spin up / spin down)	-0.0996 / -0.1815	Eh
E_HOMO (spin up / spin down)	-10.374 / -11.074	eV
largest force on an atom	5.447	eV/A
spin multiplicity	5
E	-2820.9869	hartree
total charge	+1
<S²>	6.02

The molecule's natural (NBO) atomic charges, reported in e, are given here: C -0.37; C -0.32; C -0.38; H 0.27; C -0.33; C -0.32; H 0.25; H 0.26; H 0.26; H 0.29; Co 1.26; C -0.90; H 0.21; H 0.20; H 0.27; Si 1.14; C -0.48; C -0.18; H 0.22; C -0.22; H 0.23; C -0.20; H 0.23; C -0.22; H 0.22; C -0.20; H 0.21; C -0.44; C -0.14; H 0.21; C -0.22; H 0.23; C -0.21; H 0.23; C -0.20; H 0.22; C -0.23; H 0.20; H -0.09; H -0.12; N -0.50; C -0.06; C -0.07; N -0.43; C 0.25; C 0.37; N -0.60; C -0.08; C -0.06; N -0.49; H 0.42; H 0.24; H 0.24; H 0.25; H 0.25; H 0.44

> E of number 3 (C24H26ClN3O4S)?

-2253.7684 hartree

> The highest largest force on an atom belongs to which entry?

C24H26CoN4Si

> What is the formula in the first record?

C24H26BrN6ORhS